No. 1
Here is 16 unconnected molecules or ions with the total composition H33O16 at a distorted geometry from the OMol25 dataset. Energies are from the ωB97M-V functional and the def2-TZVPD basis.

Last column: Löwdin charge in e.
Atoms and positions in Å:
O: -3.1686 0.0812 -1.2301  -0.12
H: -3.7008 0.4504 -2.0067  0.09
H: -2.8444 0.2423 1.4838  -0.02
O: 0.4531 -4.7579 -1.6915  0.14
H: 1.0317 1.4537 1.5988  -0.01
H: -1.3099 -3.5344 1.6452  0.05
O: 1.0368 0.5214 1.5158  0.01
H: 1.9161 -0.5555 1.2737  0.12
H: -0.9882 2.9221 -0.1923  0.02
O: -0.0424 -2.0701 -1.1657  0.01
H: -0.7437 -2.5558 -0.8407  0.01
H: 0.5896 2.1450 5.2950  0.08
O: 3.4239 -2.3028 -2.1803  0.04
H: 0.4345 -3.8067 -1.9312  0.05
H: 3.0856 -1.5301 -2.7941  0.11
O: 1.7204 -3.8380 1.3478  0.04
H: 2.2999 -4.3944 0.9910  0.00
H: -2.2236 3.3934 -1.1386  -0.03
O: 1.8343 0.4028 -2.7194  0.03
H: 0.2376 3.7346 1.0141  0.10
H: 1.4434 0.2332 -3.6869  0.16
O: -1.2899 3.8040 3.4774  -0.06
H: -2.2376 -0.5416 0.4057  0.00
H: -0.6669 3.1105 3.7028  -0.03
O: -1.4445 3.0520 -1.0152  0.05
H: -4.0469 -0.1270 -0.7479  0.11
O: -1.6300 -3.0665 2.4273  0.03
H: -0.5683 2.0367 -2.7880  0.01
H: -1.5889 -2.2240 2.6043  -0.08
O: -0.7551 1.0858 -2.9325  -0.09
H: -1.7476 0.9374 -3.0634  0.09
H: -0.6956 3.7292 -4.1249  0.13
O: 2.5746 -1.4081 0.9607  0.16
H: -0.4044 -1.3131 -1.5933  0.03
H: 0.6572 3.1266 -4.4199  0.06
O: 0.1624 1.7745 4.5214  -0.01
H: 0.0412 0.9102 4.8634  0.05
H: 2.8567 -1.0209 0.1927  0.05
O: 0.3118 3.8764 -3.8864  0.01
H: 2.0505 -2.3405 0.9477  0.13
H: 1.3547 -4.4399 2.0509  0.14
O: -2.0714 0.0130 1.1438  0.03
H: 4.3717 -2.2675 -2.0927  0.07
H: 0.1124 0.2374 1.7835  0.10
O: 0.3903 2.9004 1.4543  0.03
H: -1.9527 3.8962 4.1795  0.07
H: 1.0200 -5.1685 -2.3448  0.09
H: 0.9835 0.3329 -2.3403  -0.02
H: -0.2726 2.8603 2.0460  -0.04

The calculation puts the total energy at -1222.75815 a.u. Its spin multiplicity is 2. The HOMO-LUMO gap (spin up / spin down) comes out at 10.31 / 2.06 eV. As for the expectation value of S²: 0.757. The net charge is +2. As for the relative energy (zero: lowest compared OMol25 entry of this formula, charge and spin): 335.18 kJ/mol.

---

No. 2
Here is a molecular structure, C4H7NO at a distorted geometry from the OMol25 dataset. Energies are from the ωB97M-V functional and the def2-TZVPD basis.

Last column: Löwdin charge in e.
Atoms and positions in Å:
C: 1.3114 0.2227 1.0373  -0.04
C: 0.7301 0.0527 -0.3269  -0.50
N: 0.1922 -1.1840 -0.6742  0.16
C: -0.6765 0.4480 -0.6008  -0.05
C: -1.8690 -0.1085 0.0175  -0.30
O: -2.0211 -1.2855 0.2653  0.02
H: 0.6331 -0.1806 1.7946  0.09
H: 1.4581 1.2938 1.2057  0.08
H: 2.2678 -0.2989 1.0953  0.08
H: 1.3131 0.4797 -1.1433  0.14
H: 0.1666 -1.3997 -1.6589  0.08
H: -0.8078 1.3660 -1.2198  0.13
H: -2.6981 0.5943 0.2081  0.11

The calculation puts the total energy at -286.47389 a.u. The HOMO-LUMO gap comes out at 9.09 eV. The net charge is 0. As for the relative energy (zero: lowest compared OMol25 entry of this formula, charge and spin): 414.19 kJ/mol.